Density functional theory data (ωB97M-V/def2-TZVPD) for 6 unconnected molecules or ions with the total composition C39H89ClNO22P5S3 in a non-equilibrium geometry.

The value obtained for the HOMO energy is -7.94 eV. Its SMILES is CCCCCCCCN(CCCCCCCC)C(=S)SCCC[C@H]1C[C@@](S)(Cl)OC1=O.COP(=O)(OC)OC.COP(=O)(OC)OC.COP(=O)(OC)OC.COP(=O)(OC)OC.COP(=O)(OC)OC. As for the gap between HOMO and LUMO: 6.007 eV. Its net charge is 0.

Last column: Löwdin charge in e.
Cartesian coordinates (Å):
H -1.798 -1.578 -1.026  0.09
H -3.428 3.159 -1.867  0.09
H 0.139 1.477 1.010  0.10
H 0.945 -9.905 -1.364  0.10
C 1.038 -12.550 1.647  -0.10
C 1.514 5.815 1.316  -1.09
H 0.791 -7.403 -2.341  0.06
H 2.616 3.883 0.909  0.10
C -5.360 5.749 -2.706  -0.10
O 0.563 -11.627 0.662  -0.27
C -0.464 9.358 -2.301  -0.11
O -1.496 -10.166 0.040  -0.24
C 5.762 -0.802 -2.891  -0.12
H 0.897 3.082 -1.083  0.02
O -0.582 9.905 -3.615  -0.27
H -5.326 6.747 -3.134  0.06
H 2.488 2.625 -1.734  0.07
H -6.219 2.140 -1.330  0.10
H 1.384 1.581 4.710  0.06
H 5.114 -0.316 -3.616  0.09
H -0.110 10.143 -1.634  0.09
H 1.444 2.626 -3.717  0.10
H 1.420 4.460 4.277  0.07
C 1.269 2.345 3.949  -0.45
H -0.860 -6.852 0.700  0.08
H 0.539 -0.706 -1.761  0.09
C 2.252 -1.460 4.952  -0.10
P 1.625 -3.905 5.641  0.54
C 2.083 3.601 4.347  -0.23
O -0.475 -5.817 -2.873  -0.27
C -4.257 2.544 -2.201  -0.18
H -1.797 -6.046 -0.577  0.09
O 1.897 -2.770 4.515  -0.24
H 5.992 -0.113 -2.079  0.09
C 2.767 4.922 1.170  -0.15
P 4.011 -1.794 -1.207  0.66
H 1.427 1.397 -1.003  0.05
O 2.804 -2.074 -0.109  -0.27
C -2.095 -12.045 2.004  -0.10
C -0.461 -2.977 7.087  -0.10
H -1.057 -3.534 6.370  0.09
O 1.535 6.313 2.604  -0.03
H -2.119 12.987 -4.948  0.09
H -6.396 5.421 -2.773  0.07
O 0.269 -5.745 -0.566  -0.29
P 0.237 -4.737 -1.877  0.65
H -5.702 2.601 0.997  0.11
H -1.475 -0.731 1.210  0.07
C -1.540 12.117 -4.647  -0.10
H -4.516 5.018 -4.535  0.10
H -0.996 1.940 -0.199  0.10
H 3.514 5.306 0.484  0.11
H -0.153 2.539 -3.068  0.08
H -3.510 0.881 0.977  0.11
H 1.788 -6.525 7.091  0.09
C -0.144 -3.667 -4.241  -0.12
H -1.553 1.233 -2.142  0.07
C 3.350 3.744 3.470  -0.12
H -2.966 -0.311 -0.729  0.09
C -0.969 -5.935 0.122  -0.10
H 2.064 -12.811 1.393  0.09
C -1.320 1.526 3.023  -1.09
C 6.381 -2.265 -0.012  -0.10
H -1.301 6.645 -5.383  0.09
H -0.054 -4.549 -4.871  0.08
C -4.473 4.766 -3.477  -0.25
H 4.206 3.774 4.138  0.12
H 4.469 5.199 2.378  0.15
H -4.760 2.828 -4.292  0.10
H 2.645 -0.934 4.083  0.08
H -1.156 12.289 -3.645  0.08
H -5.112 5.763 -1.647  0.06
H -0.858 -1.967 7.173  0.09
H -5.362 4.011 -0.002  0.10
H 0.535 0.587 -4.512  0.10
H 1.206 -5.123 8.023  0.09
C -0.043 -0.334 -2.598  -0.18
H 1.015 -12.134 2.650  0.09
O 0.683 -9.231 0.586  -0.24
O 3.327 7.125 3.738  0.21
C -4.976 3.310 -3.342  -0.19
H 0.068 -6.390 7.513  0.10
C -1.902 -0.505 -0.868  -0.18
C 1.460 2.308 -1.593  -0.10
H 1.973 -8.556 -0.831  0.08
H -0.209 -1.212 -3.216  0.08
O 5.144 -1.543 -0.051  -0.27
H -6.051 3.314 -3.187  0.10
H -2.206 -12.659 2.896  0.10
S 1.337 7.099 0.036  0.78
C 0.791 0.630 -3.454  -0.20
C -5.047 2.990 0.216  -0.20
H -3.442 4.855 -3.147  0.09
C -0.888 1.316 0.683  -0.18
S -1.517 0.114 3.781  0.73
C -3.194 1.777 1.509  -0.18
O 0.743 -3.744 -3.119  -0.27
H -0.529 -3.457 8.064  0.08
O -1.094 -11.067 2.306  -0.27
H -2.134 -0.192 -2.946  0.11
N -1.752 1.879 1.742  -0.23
H -2.873 3.309 0.082  0.09
C 1.523 -9.500 -0.533  -0.10
H 1.378 -0.919 5.310  0.07
C 2.839 6.284 3.085  -0.44
C -1.068 -0.171 0.374  -0.17
C -0.167 -7.216 -2.815  -0.09
C 0.836 2.090 -2.989  -0.24
H -1.159 -5.101 0.793  0.09
H 2.360 3.501 5.391  0.11
H -3.697 1.757 2.473  0.12
H 6.332 -3.202 -0.560  0.09
C 3.420 4.988 2.583  -0.20
H 6.687 -1.107 -3.381  0.09
O 2.979 -4.318 6.060  -0.24
H 3.015 -1.497 5.729  0.10
H -3.605 3.839 1.580  0.11
H -0.079 -0.586 0.186  0.09
H -3.871 1.627 -2.638  0.09
Cl 0.109 4.698 1.038  0.67
H -1.122 6.236 -3.664  0.09
H -0.147 -7.604 -3.832  0.09
H 2.985 -0.285 0.922  0.09
H 0.133 -2.799 -4.838  0.09
H 6.613 -2.473 1.031  0.09
H 3.459 2.864 2.843  0.11
C -1.061 7.039 -4.399  -0.10
C -5.170 2.124 -1.041  -0.19
O -0.719 -3.723 -1.327  -0.25
H -1.173 -3.560 -3.898  0.09
H -4.938 1.100 -0.751  0.09
O -2.435 11.004 -4.674  -0.24
C 2.798 -1.344 1.113  -0.11
O 3.398 -0.544 -1.744  -0.24
H 1.815 0.258 -3.400  0.08
H 2.326 -10.184 -0.268  0.09
S -0.472 2.870 3.862  0.85
H 7.178 -1.647 -0.425  0.09
C 0.962 -5.833 7.234  -0.11
H -1.795 -12.674 1.167  0.09
H -0.052 7.451 -4.401  0.09
O -2.024 8.022 -4.009  -0.28
O -1.345 9.288 -6.023  -0.24
H -0.716 11.964 -5.343  0.09
P -0.404 -10.354 1.017  0.53
H -3.041 -11.560 1.781  0.09
H 0.242 6.682 -0.601  -0.16
H -0.950 -7.740 -2.265  0.09
O 5.151 -1.995 -2.400  -0.30
H 3.535 -1.735 1.813  0.08
P -1.802 9.510 -4.638  0.54
H 0.277 8.557 -2.307  0.05
C -1.439 0.152 -2.178  -0.19
H 1.808 -1.475 1.549  0.09
H 1.549 1.994 2.962  0.06
C -3.647 3.072 0.810  -0.18
O 0.657 -5.164 6.008  -0.27
H -1.409 8.974 -1.926  0.09
H 0.437 -13.459 1.618  0.08
O 0.912 -2.876 6.696  -0.27


Density functional theory data (ωB97M-V/def2-TZVPD) for a molecular structure, C4H8N2O.

The value obtained for the HOMO energy is -9.75 eV. Its relative energy (zero: lowest compared OMol25 entry of this formula, charge and spin) is 39.77 kcal/mol. As for the gap between HOMO and LUMO: 10.686 eV. Its net charge is 0.

Last column: natural (NBO) charge in e.
Cartesian coordinates (Å):
C 0.253 -0.230 -1.010  0.09
H -0.250 1.556 -2.092  0.23
H 0.373 -1.888 0.413  0.21
N -1.238 -0.689 1.073  -0.83
C 0.025 -0.849 0.402  -0.15
C 1.155 0.081 0.781  0.56
H -1.227 1.289 -0.629  0.22
H -1.151 -0.011 1.823  0.38
H -1.561 -1.558 1.482  0.37
H -1.538 0.335 -2.083  0.22
C -0.750 0.798 -1.481  -0.64
H 2.325 1.201 1.730  0.36
O 1.470 0.417 -0.506  -0.50
N 1.595 0.504 1.879  -0.70
H 0.519 -0.956 -1.782  0.18


Density functional theory data (ωB97M-V/def2-TZVPD) for C2H3N5O in the gas phase in a non-equilibrium geometry.

The value obtained for the HOMO energy is -9.96 eV. Its relative energy (zero: lowest compared OMol25 entry of this formula, charge and spin) is 148.99 kcal/mol. Its SMILES is [H]/N=C/Nc1nnon1. As for the gap between HOMO and LUMO: 9.857 eV. Its net charge is 0.

Last column: natural (NBO) charge in e.
Cartesian coordinates (Å):
C 0.429 -1.258 0.724  0.23
N -1.943 1.934 -0.451  0.17
H 0.571 -3.000 1.159  0.35
H 1.543 -0.658 -0.945  0.45
N -1.265 0.858 0.047  -0.34
N 0.841 -0.083 -0.095  -0.63
N 0.164 2.063 -1.017  -0.17
O -1.082 2.707 -0.920  -0.07
H -0.372 -1.021 1.582  0.24
N 1.159 -2.374 0.357  -0.63
C -0.046 0.832 -0.442  0.41


Density functional theory data (ωB97M-V/def2-TZVPD) for 3 unconnected molecules or ions with the total composition C3H10N2O in a non-equilibrium geometry.

The value obtained for the HOMO energy (spin up / spin down) is -11.70 / -11.68 eV. Its relative energy (zero: lowest compared OMol25 entry of this formula, charge and spin) is 230.75 kcal/mol. Its spin multiplicity is 2. The expectation value of S² is 1.702. As for the gap between HOMO and LUMO (spin up / spin down): 4.564 / 4.566 eV. Its net charge is +1.

Last column: Mulliken spin population.
Cartesian coordinates (Å):
H 0.982 0.459 -2.087  -0.03
H -0.583 0.096 0.888  0.03
C 0.009 -1.042 -0.813  -0.25
C 1.070 -0.344 -1.240  -0.41
H -2.759 0.656 3.238  0.00
H 2.185 -0.428 -1.020  -0.11
H -2.830 1.912 2.124  0.00
H -0.961 0.737 -0.742  0.09
N -2.803 0.909 2.282  0.00
H 3.885 0.061 -1.837  -0.01
O -2.249 -0.688 0.179  0.81
H -0.359 -2.063 -1.032  -0.05
C -1.054 -0.195 -0.017  -0.06
H 4.366 -0.193 -0.412  -0.01
N 3.593 -0.108 -0.967  1.01
H -2.493 0.230 1.458  0.00


Density functional theory data (ωB97M-V/def2-TZVPD) for C4H6O in the gas phase.

The value obtained for the HOMO energy is -9.27 eV. Its relative energy (zero: lowest compared OMol25 entry of this formula, charge and spin) is 59.52 kcal/mol. Its SMILES is C=C=COC. As for the gap between HOMO and LUMO: 10.159 eV. Its net charge is 0.

Last column: natural (NBO) charge in e.
Cartesian coordinates (Å):
C -1.299 0.704 -0.338  -0.25
H 1.548 1.243 -1.229  0.20
C 0.930 -1.450 0.850  -0.39
H 0.174 -2.174 0.562  0.21
H -1.215 -0.258 -0.863  0.18
C 1.061 0.629 -0.482  0.02
H -1.974 0.570 0.514  0.19
O -0.053 1.187 0.125  -0.54
C 1.341 -0.559 -0.014  -0.01
H -1.714 1.451 -1.020  0.18
H 1.199 -1.343 1.896  0.22


Density functional theory data (ωB97M-V/def2-TZVPD) for a molecular structure, C29H35ClIrN4S2Se2Te2 in a non-equilibrium geometry.

The value obtained for the HOMO energy (spin up / spin down) is -8.22 / -9.07 eV. Its relative energy (zero: lowest compared OMol25 entry of this formula, charge and spin) is 0.00 kcal/mol. Its spin multiplicity is 5. The expectation value of S² is 6.072. As for the gap between HOMO and LUMO (spin up / spin down): 4.888 / 5.135 eV. Its net charge is +1.

Last column: Mulliken spin population.
Cartesian coordinates (Å):
C -1.046 -3.421 1.323  0.02
S 0.480 -1.081 -0.559  0.23
H 4.627 -1.927 -3.414  0.00
H -2.696 -0.369 2.473  0.01
C 2.481 1.078 -4.476  0.00
C 0.708 1.533 0.293  0.25
C 3.873 5.440 0.001  0.00
H 1.783 8.127 -0.433  0.00
H -0.789 -5.711 -0.166  0.00
C -1.693 -4.786 1.418  0.00
C 0.570 3.924 1.151  -0.03
H -2.042 -5.023 2.453  0.00
H 0.541 -6.020 2.515  0.00
H 1.310 -4.376 -0.025  -0.01
C -6.652 -0.872 3.085  -0.09
H -5.046 -1.480 -0.387  0.01
C -5.458 -1.369 0.608  0.20
C 0.623 -5.863 1.406  0.00
C 4.595 -0.035 -4.389  0.00
H -1.410 2.915 -1.012  0.00
H 0.811 3.417 2.114  0.00
C 3.814 1.039 -4.812  0.00
Te 4.162 -2.128 3.493  0.05
Se 0.019 -1.264 4.053  -0.01
C 1.916 0.020 -3.710  0.02
N 0.368 2.861 0.140  0.14
H -4.731 -0.083 3.675  0.01
Se 3.455 -1.487 1.163  0.65
N 0.402 -3.366 1.713  0.01
H -0.160 2.829 -3.257  0.00
C 0.331 2.584 -2.268  0.01
C -5.320 -0.597 2.911  0.20
C 1.615 4.924 0.699  0.02
H 2.237 -1.932 -2.806  0.01
H 1.855 1.912 -4.746  0.00
H 1.385 2.937 -2.375  0.00
C 1.222 -4.487 1.071  0.04
C 2.092 7.090 -0.220  0.00
H 2.275 -4.371 1.402  -0.01
H 4.214 7.465 -0.576  0.00
H -7.189 -0.666 4.027  0.00
H 0.448 -3.497 2.744  0.00
H -2.694 -0.744 0.654  0.05
C 4.025 -1.072 -3.726  0.00
H 0.092 0.795 -4.114  0.00
Cl -8.984 -1.970 2.262  0.03
C 0.593 0.633 -0.844  0.24
C 1.158 6.183 0.254  0.00
H -0.379 4.439 1.307  0.00
H -1.219 -6.779 1.004  0.00
Ir 1.170 -1.318 1.684  0.95
H 4.268 1.891 -5.293  0.00
C 2.943 4.523 0.482  0.00
H 0.139 6.466 0.315  0.00
H -0.383 4.345 -1.187  0.00
H -1.090 -2.991 0.308  0.00
H -1.655 -2.708 1.975  -0.01
H -7.416 -1.992 -0.062  0.00
H 3.182 3.530 0.821  0.00
H -0.031 -0.659 -3.100  0.00
H -2.636 -4.762 0.824  0.00
H 4.942 5.178 -0.082  0.00
C -0.358 3.232 -1.062  0.00
H 1.138 -6.695 0.889  0.00
N -0.797 -5.847 0.871  0.00
C 2.661 -1.073 -3.358  0.00
C -7.367 -1.470 2.064  0.21
C -4.648 -0.930 1.690  -0.09
H 5.663 -0.038 -4.580  0.00
C -3.264 -0.726 1.586  0.58
C -6.817 -1.650 0.788  -0.10
S 1.259 0.955 1.834  0.12
C 0.497 0.255 -3.259  -0.01
Te 2.204 -0.743 5.129  0.17
N 0.371 1.129 -2.085  0.15
C 3.457 6.729 -0.292  0.00


no.,total energy (Eh)
1,-6610.84134
2,-341.94027
3,-426.82018
4,-304.41754
5,-231.12887
6,-8044.61647